No. 1
{"formula": "C27H56F18N7O15S6", "method": "ωB97M-V with the def2-TZVPD basis set", "elements": ["C", "C", "C", "O", "C", "N", "H", "H", "H", "H", "H", "H", "H", "H", "H", "H", "H", "H", "C", "C", "C", "O", "C", "N", "H", "H", "H", "H", "H", "H", "H", "H", "H", "H", "H", "H", "C", "C", "C", "O", "C", "N", "H", "H", "H", "H", "H", "H", "H", "H", "H", "H", "H", "H", "C", "C", "C", "N", "C", "C", "C", "C", "C", "C", "H", "H", "H", "H", "H", "H", "H", "H", "H", "H", "H", "H", "H", "H", "H", "H", "H", "H", "H", "H", "C", "F", "F", "F", "S", "O", "O", "N", "S", "O", "O", "C", "F", "F", "F", "C", "F", "F", "F", "S", "O", "O", "N", "S", "O", "O", "C", "F", "F", "F", "C", "F", "F", "F", "S", "O", "O", "N", "S", "O", "O", "C", "F", "F", "F"], "coordinates": [[-0.82590, -2.89751, 5.83093], [-1.66171, -3.99094, 5.23150], [-2.17587, -3.72120, 3.77011], [-0.98848, -3.51840, 3.00342], [-1.27271, -3.13436, 1.65941], [-0.95455, -5.31063, 5.22318], [-0.33520, -5.31689, 4.42539], [-0.37713, -5.43656, 6.04222], [-1.60051, -6.08668, 5.24703], [0.02740, -2.66037, 5.19553], [-0.44067, -3.26331, 6.78271], [-1.37426, -1.97364, 6.01494], [-2.46948, -4.02508, 5.96255], [-2.80632, -2.84355, 3.91279], [-2.69764, -4.61176, 3.41975], [-2.01583, -3.80693, 1.23102], [-0.37332, -2.94166, 1.07456], [-1.73191, -2.14583, 1.65167], [-7.37214, 0.84242, -1.38936], [-7.39100, 1.56515, -0.05471], [-6.00138, 2.11806, 0.36937], [-5.15510, 0.98300, 0.57178], [-3.76728, 1.17492, 0.93336], [-8.50049, 2.62997, 0.02125], [-9.44157, 2.29851, -0.13558], [-8.50844, 3.00178, 0.96029], [-8.34960, 3.34035, -0.68068], [-7.95916, -0.07559, -1.36169], [-6.41485, 0.71361, -1.89444], [-7.84994, 1.44170, -2.16439], [-7.72217, 0.81332, 0.66166], [-5.91420, 2.74948, 1.25358], [-5.62414, 2.69542, -0.47469], [-3.38253, 0.19784, 1.22557], [-3.71803, 1.87898, 1.76401], [-3.06584, 1.55634, 0.19133], [3.38809, -2.37044, 2.84997], [4.20965, -1.88532, 1.62731], [3.72693, -2.28154, 0.21089], [4.53038, -1.53411, -0.71054], [4.39646, -1.98285, -2.07200], [4.19703, -0.32544, 1.74693], [4.79252, 0.13110, 1.07087], [3.23383, -0.02869, 1.68148], [4.53512, -0.02788, 2.65095], [3.15455, -3.42995, 2.74509], [2.38618, -1.95189, 2.75456], [3.71225, -2.20173, 3.87688], [5.25388, -2.18726, 1.70795], [2.65204, -2.23098, 0.03719], [3.82619, -3.35229, 0.03269], [4.84645, -2.97380, -2.13220], [4.98981, -1.31692, -2.69856], [3.38535, -1.86647, -2.46215], [-0.87507, 3.42356, -3.04484], [-0.29675, 2.68894, -4.36019], [1.18459, 2.29597, -4.18375], [1.83962, 1.63346, -5.46037], [3.35713, 1.46236, -5.16075], [4.03737, 0.36941, -6.01939], [3.27817, -0.95131, -6.23634], [1.89409, -0.64717, -6.69985], [1.15712, 0.25946, -5.61200], [1.75687, 2.55559, -6.72878], [-0.38163, 4.37015, -2.82443], [-0.85267, 2.74906, -2.18889], [-1.94279, 3.62904, -3.12123], [-0.23383, 3.41235, -5.17310], [-0.83556, 1.78436, -4.64220], [1.40663, 1.64653, -3.33698], [1.82322, 3.17106, -4.06342], [3.37067, 1.04535, -4.15376], [3.72230, 2.48934, -5.16898], [5.02963, 0.18877, -5.60601], [4.15909, 0.89195, -6.96820], [3.26983, -1.64189, -5.39305], [3.76335, -1.51449, -7.03353], [1.22778, -1.47575, -6.93984], [1.94731, -0.03772, -7.60198], [1.19130, -0.27244, -4.66121], [0.14382, 0.59847, -5.82740], [2.11527, 3.52325, -6.37766], [0.70510, 2.54488, -7.01475], [2.37664, 2.29846, -7.58777], [-0.19991, -0.15326, -0.98295], [-0.59879, 0.35892, -2.15139], [-1.12165, -0.28308, -0.03698], [0.30090, -1.32270, -1.32215], [1.22362, 1.00868, -0.29470], [2.36912, 0.80619, -1.18534], [0.62107, 2.34773, -0.35574], [1.47909, 0.34947, 1.32922], [0.71789, 1.35606, 2.27605], [1.52754, 2.56183, 2.54469], [-0.69192, 1.64437, 1.91018], [0.59572, 0.41737, 4.01426], [1.52992, -0.48353, 4.22911], [0.46328, 1.21723, 5.01997], [-0.58648, -0.22056, 4.06925], [-0.47291, -4.20548, -5.75923], [0.82158, -4.21331, -5.88225], [-0.95226, -2.96470, -6.09657], [-0.94133, -5.07940, -6.65558], [-1.17464, -4.69204, -3.97811], [-1.32580, -6.12494, -4.10657], [-0.10395, -4.26002, -3.04701], [-2.75976, -3.89491, -3.89372], [-2.50071, -2.65356, -3.08497], [-2.41284, -2.81032, -1.62027], [-1.48869, -1.76727, -3.64648], [-4.21721, -1.64298, -3.43169], [-5.24726, -2.45739, -3.02957], [-4.20263, -0.51525, -2.68925], [-4.35096, -1.27435, -4.69466], [2.89665, 6.77120, 9.18375], [1.97206, 7.66405, 9.57750], [3.81109, 7.35865, 8.35196], [3.57781, 6.19551, 10.21963], [2.02074, 5.33898, 8.15862], [1.48658, 4.68084, 9.28590], [1.11251, 6.04307, 7.24433], [3.33283, 4.49045, 7.37411], [2.57446, 3.40744, 6.64286], [1.68856, 2.56738, 7.47190], [2.07421, 3.84211, 5.36100], [3.95449, 2.15348, 6.17924], [5.09117, 2.76279, 5.77418], [4.30178, 1.43805, 7.27309], [3.46148, 1.32228, 5.25244]], "gap_ev": 5.527, "lumo_energy_ev": -3.28, "total_charge": 1, "e_above_lowest_kcal_mol": 0.00, "homo_ha": -0.324}

=====

No. 2
{"formula": "C42H72F9NO11", "method": "ωB97M-V with the def2-TZVPD basis set", "elements": ["C", "C", "O", "N", "C", "C", "O", "C", "C", "C", "C", "C", "C", "O", "C", "O", "O", "C", "C", "C", "C", "F", "F", "C", "F", "F", "C", "F", "F", "C", "F", "F", "F", "H", "H", "H", "H", "H", "H", "H", "H", "H", "H", "H", "H", "H", "H", "H", "H", "H", "H", "H", "H", "H", "H", "H", "H", "C", "C", "C", "O", "C", "H", "H", "H", "H", "H", "H", "H", "H", "C", "C", "C", "O", "C", "H", "H", "H", "H", "H", "H", "H", "H", "C", "C", "C", "O", "C", "H", "H", "H", "H", "H", "H", "H", "H", "C", "C", "C", "O", "C", "H", "H", "H", "H", "H", "H", "H", "H", "C", "C", "C", "O", "C", "H", "H", "H", "H", "H", "H", "H", "H", "C", "C", "C", "O", "C", "H", "H", "H", "H", "H", "H", "H", "H"], "coordinates": [[3.03363, -5.38986, 5.34538], [2.01689, -4.26918, 5.56426], [2.16130, -3.58226, 6.49600], [0.88246, -4.12039, 4.67618], [-0.16931, -3.43690, 5.46592], [1.23003, -3.42475, 3.41295], [1.30863, -4.46191, 2.45136], [2.59626, -4.68492, 1.87235], [2.37658, -5.68002, 0.69663], [2.27269, -7.08660, 1.32505], [3.46271, -5.58193, -0.38396], [3.51129, -4.23232, -1.12029], [3.23737, -6.68735, -1.47772], [2.46833, -2.74620, 3.66352], [2.10637, -1.39927, 3.72749], [2.46562, -0.60556, 4.45221], [1.22192, -1.25196, 2.70656], [0.24964, -2.34405, 2.86790], [-0.36499, -2.47669, 1.46390], [0.58169, -2.14154, 0.30191], [0.42894, -0.70246, -0.23259], [-0.25931, -0.84815, -1.40623], [-0.35366, 0.06134, 0.52016], [1.75568, -0.01195, -0.65279], [1.44458, 0.86583, -1.60235], [2.53217, -0.92836, -1.24302], [2.58219, 0.74333, 0.43241], [3.01212, 1.88336, -0.12185], [1.92369, 1.08938, 1.52015], [3.90208, 0.01765, 0.88281], [4.31384, 0.64870, 1.96849], [4.84606, 0.13790, 0.00478], [3.71002, -1.23217, 1.23667], [3.47311, -5.59838, 6.32027], [2.48048, -6.28737, 5.04509], [3.82010, -5.10649, 4.64662], [0.00989, -2.35570, 5.53649], [-0.29260, -3.86995, 6.45259], [-1.11978, -3.56665, 4.93249], [3.06407, -3.79278, 1.44868], [3.27969, -5.19047, 2.56123], [1.37765, -5.44904, 0.29370], [3.16492, -7.30557, 1.92377], [1.36617, -7.17084, 1.93108], [2.19893, -7.87752, 0.57223], [4.41616, -5.85070, 0.09200], [4.46823, -4.18461, -1.64754], [3.44909, -3.35449, -0.46922], [2.67758, -4.17004, -1.82585], [3.16687, -6.19266, -2.45381], [2.29392, -7.21570, -1.34504], [4.07930, -7.37543, -1.55592], [-0.48588, -1.88465, 3.52930], [-0.69133, -3.51091, 1.31642], [-1.28851, -1.89504, 1.46618], [0.33753, -2.82586, -0.51156], [1.61491, -2.36700, 0.56227], [4.72529, 2.18980, 5.30184], [4.24367, 2.00434, 6.73233], [5.30732, 2.75632, 7.51756], [5.77345, 3.81240, 6.67059], [5.28590, 3.60239, 5.34103], [3.94231, 2.06387, 4.55492], [5.52373, 1.47591, 5.08294], [3.27079, 2.48556, 6.86212], [4.14959, 0.96181, 7.03340], [6.15916, 2.10905, 7.75300], [4.92525, 3.17847, 8.44828], [4.50414, 4.34469, 5.14524], [6.09616, 3.75593, 4.62679], [-0.99326, 4.36934, -2.22154], [-0.81357, 2.86115, -2.12116], [-2.25053, 2.36974, -2.19434], [-2.96574, 3.31347, -3.00035], [-2.15653, 4.47762, -3.19407], [-0.10299, 4.89733, -2.56259], [-1.27898, 4.77636, -1.24774], [-0.24855, 2.49558, -2.98271], [-0.30104, 2.53920, -1.21769], [-2.71468, 2.34950, -1.20209], [-2.33390, 1.37588, -2.63626], [-1.80730, 4.47597, -4.23263], [-2.75886, 5.37226, -3.03223], [-4.09975, 7.71924, -1.07509], [-5.19291, 8.76035, -0.88069], [-4.60736, 9.96418, -1.60164], [-3.79022, 9.45080, -2.66030], [-3.60755, 8.04461, -2.47641], [-4.44821, 6.69122, -0.97475], [-3.29772, 7.88024, -0.34922], [-6.10888, 8.43484, -1.37719], [-5.42767, 8.96240, 0.16332], [-3.96831, 10.55511, -0.93616], [-5.37348, 10.61945, -2.01804], [-4.20174, 7.52410, -3.23622], [-2.55601, 7.79043, -2.62317], [1.69568, -11.11069, -4.11777], [1.15229, -11.28572, -2.70751], [2.16506, -10.50497, -1.88482], [2.65119, -9.45118, -2.72323], [2.22810, -9.68732, -4.07101], [0.95045, -11.25968, -4.89820], [2.51566, -11.81239, -4.29040], [0.16645, -10.82022, -2.62871], [1.06298, -12.32562, -2.39560], [3.01614, -11.13321, -1.60111], [1.73183, -10.07803, -0.97826], [1.44328, -8.96206, -4.31237], [3.06757, -9.52822, -4.74892], [0.09884, 3.58772, -6.52076], [-1.24712, 3.46538, -7.21914], [-0.84529, 2.87870, -8.56363], [0.32042, 2.08039, -8.33101], [0.82481, 2.34854, -7.01899], [0.02818, 3.62905, -5.43388], [0.61509, 4.48802, -6.86424], [-1.88438, 2.76148, -6.67731], [-1.78435, 4.40887, -7.30994], [-0.58069, 3.66592, -9.27780], [-1.62795, 2.25977, -9.00433], [0.60655, 1.48042, -6.38707], [1.90661, 2.48135, -7.06374], [-9.27616, 6.89322, 2.11065], [-10.15400, 6.70825, 0.88170], [-9.68090, 7.84357, -0.01226], [-8.29944, 8.06078, 0.29625], [-7.96390, 7.34499, 1.48976], [-9.17162, 5.99378, 2.71634], [-9.68404, 7.68545, 2.74358], [-9.93720, 5.74562, 0.41164], [-11.22189, 6.75063, 1.09269], [-10.22573, 8.76978, 0.19926], [-9.78466, 7.61509, -1.07385], [-7.34240, 6.48763, 1.20818], [-7.38450, 7.99108, 2.15101]], "gap_ev": 9.685, "lumo_energy_ev": 0.48, "total_charge": 0, "e_above_lowest_kcal_mol": 39.70, "smiles": "CC(=O)N(C)[C@]1(OC[C@H](C)C(C)C)OC(=O)O[C@H]1CCC(F)(F)C(F)(F)C(F)(F)C(F)(F)F.C1CCOC1.C1CCOC1.C1CCOC1.C1CCOC1.C1CCOC1.C1CCOC1", "homo_ha": -0.338}

=====

No. 3
{"formula": "C19H18AuN7OS2", "method": "ωB97M-V with the def2-TZVPD basis set", "elements": ["Au", "O", "C", "N", "S", "C", "C", "C", "N", "C", "C", "C", "C", "C", "N", "C", "C", "H", "H", "H", "H", "H", "H", "H", "H", "C", "N", "C", "N", "S", "H", "H", "H", "H", "H", "H", "N", "C", "C", "C", "C", "C", "N", "C", "H", "H", "H", "H"], "coordinates": [[-1.32698, -1.03919, -0.59808], [-4.67983, -0.47838, -2.43301], [-3.69749, -1.02715, -2.16248], [-2.67806, -1.65781, -1.93449], [2.66429, 0.99653, 4.24634], [1.58603, 0.54653, 2.97219], [1.04919, -0.74922, 2.99345], [0.24058, -1.17607, 1.97613], [-0.08022, -0.39008, 0.92435], [0.41293, 0.86980, 0.90640], [1.22359, 1.36367, 1.89277], [2.79598, 2.75858, 4.02573], [3.88936, 3.29520, 3.36326], [3.96376, 4.67961, 3.25791], [3.04526, 5.49738, 3.75815], [2.01295, 4.96804, 4.40377], [1.83867, 3.59926, 4.57247], [1.25071, -1.42113, 3.81669], [-0.19705, -2.16228, 2.00494], [0.13501, 1.48963, 0.07032], [1.57143, 2.38481, 1.82470], [4.66726, 2.66497, 2.95444], [4.80087, 5.14433, 2.75070], [1.29035, 5.66412, 4.81294], [0.99272, 3.21195, 5.12393], [-0.97833, -6.89579, -1.65072], [-0.55484, -5.65752, -0.99563], [-1.11688, -4.48525, -1.22095], [-2.09814, -4.34327, -2.07645], [-0.39322, -3.17781, -0.29181], [-0.33865, -7.69953, -1.30176], [-0.86869, -6.81362, -2.73236], [-2.01007, -7.13270, -1.38854], [0.18046, -5.70923, -0.30752], [-2.48098, -5.14351, -2.55720], [-2.51774, -3.42066, -2.20596], [-3.90922, 3.67683, -4.25593], [-3.02141, 3.04583, -3.89596], [-1.91469, 2.25911, -3.43611], [-0.69646, 2.24121, -4.11032], [0.33255, 1.45985, -3.60757], [0.11626, 0.71554, -2.46747], [-1.06713, 0.72612, -1.82850], [-2.06594, 1.48042, -2.29745], [-0.56275, 2.83376, -5.00554], [1.29661, 1.42262, -4.09382], [0.90064, 0.10410, -2.03941], [-3.00273, 1.48041, -1.75655]], "gap_ev": 5.461, "lumo_energy_ev": -8.75, "total_charge": 2, "e_above_lowest_kcal_mol": 1.43, "homo_ha": -0.522}

=====

No. 4
{"formula": "C2H6N2O", "method": "ωB97M-V with the def2-TZVPD basis set", "elements": ["N", "C", "O", "H", "H", "H", "C", "N", "H", "H", "H"], "coordinates": [[-1.17833, 0.50848, -0.96911], [-2.17410, -0.33107, -0.63177], [-2.40461, -0.84946, 0.43475], [-0.32194, 0.63972, -0.44364], [-1.17042, 1.01898, -1.83337], [-2.90755, -0.35250, -1.46969], [2.40157, -0.05979, 0.87988], [1.16874, 0.12833, 0.82388], [3.14482, 0.64878, 0.52054], [2.87546, -0.95783, 1.30269], [0.56637, -0.39367, 1.38584]], "gap_ev": 10.755, "lumo_energy_ev": 0.99, "total_charge": 0, "e_above_lowest_kcal_mol": 37.79, "smiles": "NC=O.C=N", "homo_ha": -0.359}

=====

No. 5
{"formula": "C4H9NO", "method": "ωB97M-V with the def2-TZVPD basis set", "elements": ["C", "C", "O", "C", "C", "N", "H", "H", "H", "H", "H", "H", "H", "H", "H"], "coordinates": [[1.66128, 0.08561, 1.10459], [0.19111, -0.16889, 0.80835], [-0.58804, 0.75000, 1.53800], [-0.10033, -0.05182, -0.69634], [-1.23596, -0.76827, -1.31816], [-1.33988, 0.65530, -1.01367], [1.83696, 0.03940, 2.18264], [2.29763, -0.66241, 0.61775], [1.95210, 1.08147, 0.75220], [-0.05905, -1.19599, 1.12536], [-1.28424, 1.04341, 0.92289], [0.76334, 0.14796, -1.33073], [-1.85812, -1.41269, -0.70023], [-1.15693, -1.07466, -2.35922], [-1.24989, 1.22854, -1.84597]], "gap_ev": 10.909, "lumo_energy_ev": 1.03, "total_charge": 0, "e_above_lowest_kcal_mol": 44.73, "smiles": "C[C@@H](O)[C@H]1CN1", "homo_ha": -0.363}